Below is a structure of composition C23H53N2O10PRuSe2SiTe, with properties calculated with ωB97M-V/def2-TZVPD.

```
94
Properties=species:S:1:pos:R:3
Ru -0.158 -0.421 -0.021
O 3.779 -3.116 3.274
C 3.803 -1.744 3.635
C 2.823 -0.926 2.771
C 2.986 0.497 3.322
O 2.214 1.498 2.705
C 1.433 -1.528 2.997
Se -0.191 -0.607 2.392
C 3.316 -1.020 1.321
Se 2.328 -0.206 -0.170
H 4.435 -3.579 3.803
H 4.812 -1.334 3.505
H 3.519 -1.630 4.689
H 4.055 0.749 3.248
H 2.720 0.513 4.385
H 2.090 1.251 1.770
H 1.256 -1.581 4.076
H 1.416 -2.546 2.614
H 3.459 -2.065 1.062
H 4.298 -0.540 1.269
C -3.607 0.230 -4.682
C -3.166 0.292 -3.236
O -1.786 -0.066 -3.191
P -0.724 0.566 -2.159
O 0.625 0.430 -2.780
Te -2.611 0.322 0.327
O -1.219 2.089 -2.056
C -0.882 2.986 -3.117
C 0.412 3.698 -2.802
H -4.660 0.507 -4.766
H -3.482 -0.773 -5.088
H -3.018 0.918 -5.289
H -3.728 -0.405 -2.613
H -3.302 1.297 -2.829
H -1.718 3.687 -3.182
H -0.817 2.444 -4.065
H 0.327 4.262 -1.874
H 0.659 4.388 -3.613
H 1.219 2.974 -2.697
C -0.512 -4.641 1.498
C 0.563 -5.030 0.487
C 0.914 -6.507 0.636
C 1.801 -4.166 0.643
O 0.045 -4.870 -0.816
Si -0.155 -3.485 -1.709
O -0.774 -2.251 -0.912
O 1.269 -3.088 -2.396
C 1.833 -3.191 -3.688
C 1.927 -4.660 -4.087
C 3.217 -2.563 -3.568
C 0.989 -2.400 -4.680
O -1.121 -4.052 -2.936
C -2.510 -4.357 -2.898
C -2.785 -5.129 -4.181
C -2.854 -5.217 -1.685
C -3.301 -3.058 -2.864
H -0.141 -4.745 2.522
H -1.380 -5.291 1.379
H -0.834 -3.611 1.340
H 1.322 -6.711 1.628
H 1.651 -6.796 -0.114
H 0.022 -7.119 0.491
H 2.279 -4.334 1.609
H 1.535 -3.109 0.564
H 2.511 -4.380 -0.158
H 2.532 -5.204 -3.360
H 2.387 -4.764 -5.073
H 0.934 -5.108 -4.116
H 3.830 -3.133 -2.867
H 3.117 -1.546 -3.187
H 3.718 -2.540 -4.538
H -0.007 -2.834 -4.772
H 1.469 -2.407 -5.663
H 0.894 -1.370 -4.335
H -2.197 -6.047 -4.198
H -2.505 -4.527 -5.046
H -3.844 -5.388 -4.262
H -2.217 -6.100 -1.647
H -3.900 -5.529 -1.746
H -2.712 -4.660 -0.760
H -3.033 -2.451 -3.729
H -3.055 -2.494 -1.962
H -4.376 -3.256 -2.887
C -0.490 3.474 2.904
N 0.575 4.011 2.078
C 0.903 3.338 0.930
N 2.108 3.692 0.346
O 0.174 2.511 0.421
H -1.042 4.284 3.381
H -0.106 2.789 3.663
H -1.162 2.913 2.257
H 1.333 4.475 2.550
H 2.843 3.979 0.971
H 2.395 2.988 -0.323
```

As for the spin multiplicity: 6. The energy relative to the best compared isomer or geometry (same formula, charge and spin) is 42.7 kcal/mol. For the calculated total energy, the calculation gives -7567.06315 a.u. Its charge is -1. The HOMO-LUMO gap (alpha / beta) is 6.71 / 5.78 eV.

***

Below is a cluster of 2 separate species, C5H13OS in total, with properties calculated with ωB97M-V/def2-TZVPD.

```
20
Properties=species:S:1:pos:R:3
C -3.071 -0.370 -2.138
C -1.572 -0.143 -1.929
S -1.260 0.665 -0.319
H -3.617 0.556 -1.944
H -3.443 -1.081 -1.397
H -3.329 -0.712 -3.151
H -1.202 0.482 -2.748
H -1.055 -1.107 -2.006
C 1.216 -1.215 1.249
C 1.358 0.237 1.647
C 1.871 1.138 0.536
O 2.259 0.286 2.803
H 1.127 -1.829 2.148
H 2.096 -1.541 0.686
H 0.337 -1.290 0.606
H 0.407 0.651 1.985
H 1.362 0.874 -0.391
H 2.958 1.129 0.425
H 1.507 2.162 0.674
H 2.050 1.105 3.263
```

As for the spin multiplicity: 1. The energy relative to the best compared isomer or geometry (same formula, charge and spin) is 12.3 kcal/mol. For the calculated total energy, the calculation gives -671.74679 a.u. Its charge is -1. The HOMO-LUMO gap is 6.14 eV.

***

Below is the ion C4H9N4 with charge +1 in a non-equilibrium geometry, with properties calculated with ωB97M-V/def2-TZVPD.

```
17
Properties=species:S:1:pos:R:3
C -1.259 0.655 -2.093
N -0.059 0.900 -1.268
N 0.221 0.091 -0.189
C 0.507 -1.369 -0.322
N 0.467 -2.080 0.733
C 0.456 -1.558 1.894
N 0.657 -0.269 2.090
C 0.701 0.752 1.005
H -1.041 0.669 -3.161
H -1.734 -0.366 -1.978
H -1.976 1.479 -1.992
H 0.133 1.969 -1.215
H 0.383 -1.732 -1.336
H 0.153 -2.158 2.715
H 0.590 0.271 2.970
H 1.839 1.161 0.976
H -0.037 1.587 1.172
```

As for the spin multiplicity: 1. The energy relative to the best compared isomer or geometry (same formula, charge and spin) is 76.9 kcal/mol. For the calculated total energy, the calculation gives -376.48451 a.u. Its charge is +1. The HOMO-LUMO gap (alpha / beta) is 7.60 / 7.60 eV. The SMILES is CNN1C=NC=[NH+]C1.